(1)
The following is a DFT calculation (ωB97M-V with the def2-TZVPD basis set) of a gas-phase ion, C8H20BN2O4P2S (charge +1).

Summary:
E_tot (Eh): -1832.86170
Charge: +1

XYZ file:
```
38
Properties=species:S:1:pos:R:3:forces:R:3:nbo_charge:R:1
C 1.27410 2.38069 1.70880 0.2 0.6 -0.2 -0.26
O 0.69480 2.12723 0.41089 0.6 -0.7 0.0 -0.76
B -0.39297 1.29421 0.43373 0.4 0.5 0.1 1.19
O -1.43750 1.62531 1.21527 -1.0 -0.2 -0.4 -0.90
C -0.36924 0.01543 -0.52028 -0.5 -0.4 -0.6 -0.23
C -1.39254 0.11374 -1.71092 0.3 0.1 1.1 -0.52
C -2.31364 1.31860 -1.70333 0.0 -1.8 2.3 0.42
O -2.39295 1.98128 -2.65245 -0.2 2.5 -3.4 -0.46
N 1.00530 0.00145 -1.21564 -0.3 -0.2 0.1 -0.54
C 2.10948 -0.46982 -0.35287 1.3 -0.5 -0.4 -0.36
P 3.67825 -0.39343 -1.34394 -0.1 -0.2 -0.8 0.83
S 3.46525 -1.22132 -3.07808 -0.2 0.0 0.1 -0.52
C 1.75609 -1.89071 0.07326 0.0 0.7 0.4 -0.25
N 0.60405 -1.80096 0.96991 -0.2 0.1 -0.7 -0.59
C -0.55483 -1.37867 0.16637 0.2 1.1 0.4 -0.38
P -2.02447 -1.71137 1.28960 -0.3 -1.4 0.0 1.11
C -3.50574 -0.79452 0.74179 0.3 0.6 0.2 -0.99
O -1.57272 -0.93252 2.67389 0.1 0.2 -0.3 -0.97
H 1.23798 3.43964 1.92029 -0.1 0.3 0.1 0.21
H 0.77937 1.84372 2.50721 -0.3 -0.2 0.1 0.20
H 2.31740 2.09224 1.69064 0.3 -0.1 -0.1 0.18
H -1.65939 2.56054 1.09561 0.2 0.0 0.6 0.52
H -1.97204 -0.79740 -1.71310 -0.4 -0.2 0.0 0.25
H -0.88334 0.14725 -2.66619 0.2 0.1 -0.3 0.24
H -2.93628 1.57523 -0.83807 0.0 -0.4 0.5 0.13
H 1.20616 0.89648 -1.66873 -0.1 0.2 0.3 0.45
H 0.94660 -0.67232 -1.99029 0.2 0.0 -0.1 0.45
H 2.27275 0.13867 0.52576 -0.4 0.5 0.1 0.25
H 3.97510 0.98579 -1.40624 0.0 -0.1 0.4 -0.01
H 4.64784 -0.95325 -0.49095 -0.2 0.2 0.2 0.01
H 1.50335 -2.45833 -0.80862 -0.1 -0.4 -0.2 0.22
H 2.60648 -2.38236 0.52684 0.2 -0.1 0.3 0.24
H 0.78858 -1.05202 1.63001 0.0 -0.3 0.5 0.35
H -0.62356 -2.10534 -0.63404 -0.3 -0.3 -0.3 0.22
H -3.68698 -0.84164 -0.32355 0.1 -0.2 -0.3 0.24
H -4.33584 -1.29535 1.21250 -0.3 -0.3 0.2 0.26
H -3.54854 0.24189 1.05547 0.2 0.2 0.0 0.25
H -1.26636 -1.62808 3.26945 -0.1 0.2 0.2 0.51
```
Forces are in eV/Å.

(2)
The following is a DFT calculation (ωB97M-V with the def2-TZVPD basis set) of C3H6N4 in the gas phase.

Summary:
ΔE to the lowest compared entry with this formula, charge and spin (eV): 2.811
E_tot (Eh): -336.84596
Charge: 0

XYZ file:
```
13
Properties=species:S:1:pos:R:3:forces:R:3:nbo_charge:R:1
C -1.42911 -0.82670 0.01709 -1.4 -2.8 0.6 -0.65
C 0.00580 -0.53297 -0.09173 -1.3 1.0 -0.5 0.09
C 1.14666 -1.25156 -0.07009 1.7 -2.2 -0.5 -0.12
N 2.22729 -0.42638 -0.02090 -1.0 1.1 1.0 -0.24
N 1.75860 0.80683 0.09013 0.8 -0.9 -1.4 -0.11
N 0.44470 0.73407 -0.08614 0.2 1.7 0.3 -0.03
N -0.31631 1.99122 -0.10316 3.7 0.6 0.9 -0.62
H -1.54717 -1.96627 -0.05305 0.2 1.4 0.2 0.23
H -1.80147 -0.57862 1.05424 0.2 0.1 -1.3 0.23
H -2.11349 -0.49537 -0.78275 0.6 0.5 0.5 0.24
H 1.32053 -2.35254 -0.16585 -0.5 1.3 0.2 0.22
H -0.09440 2.22502 0.93744 -0.9 0.5 -2.3 0.37
H 0.39836 2.67327 -0.72522 -2.4 -2.3 2.3 0.39
```
Forces are in eV/Å.

(3)
The following is a DFT calculation (ωB97M-V with the def2-TZVPD basis set) of C15H19N3O3 in the gas phase.

Summary:
ΔE to the lowest compared entry with this formula, charge and spin (eV): 0.673
E_tot (Eh): -973.00998
Charge: 0

XYZ file:
```
40
Properties=species:S:1:pos:R:3:forces:R:3:nbo_charge:R:1
C 2.52716 -0.95774 3.29800 0.1 -0.2 -0.2 -0.61
C 2.25960 -2.09105 2.31049 -0.3 0.0 0.0 -0.21
C 1.48125 -3.20857 3.00302 0.2 0.1 -0.2 -0.60
C 1.46648 -1.59766 1.09577 0.4 0.0 0.0 -0.41
C 2.24510 -0.62014 0.21962 0.1 -0.2 0.2 -0.22
N 1.42091 -0.18646 -0.89028 -0.3 0.0 0.4 -0.63
C 1.86030 -0.15254 -2.14996 -0.4 0.1 -0.1 0.79
O 2.97460 -0.43228 -2.52181 0.4 0.0 -0.1 -0.62
N 0.92189 0.31000 -3.12554 0.6 0.2 -0.4 -0.66
C -0.41464 0.16674 -3.32141 -0.3 -0.1 0.5 0.65
O -0.94397 0.56769 -4.33399 -0.2 0.0 -0.2 -0.59
C -1.23354 -0.54899 -2.23821 -0.2 -0.3 -0.4 -0.17
O -1.35552 0.18315 -1.03517 -0.1 0.3 0.2 -0.52
C -2.15846 1.28584 -0.97765 -0.1 0.2 0.3 0.42
C -2.89287 1.81229 -2.02903 0.1 -0.2 -0.1 -0.32
C -3.68328 2.93104 -1.81793 0.0 0.0 0.2 -0.15
C -3.74958 3.53835 -0.57406 -0.1 0.1 0.0 -0.24
C -3.01136 3.03164 0.47793 0.1 -0.1 -0.1 -0.12
C -2.21308 1.90776 0.28461 -0.4 0.2 -0.8 -0.27
C -1.43313 1.37305 1.33260 0.3 -0.2 0.4 0.31
N -0.77714 0.92676 2.16108 0.2 -0.1 0.3 -0.33
H 2.97491 -1.35072 4.20792 0.1 0.0 0.1 0.21
H 3.20958 -0.22243 2.88053 0.1 0.2 0.0 0.20
H 1.59623 -0.45962 3.55762 -0.1 0.1 0.1 0.22
H 3.21754 -2.49503 1.96381 0.0 0.0 0.0 0.19
H 1.29768 -4.03479 2.31962 -0.1 -0.1 0.0 0.20
H 2.03734 -3.58934 3.85629 0.0 -0.1 0.1 0.21
H 0.52343 -2.83374 3.35664 -0.2 0.0 0.1 0.20
H 0.55541 -1.10628 1.44611 -0.1 -0.1 0.0 0.22
H 1.17743 -2.45711 0.48573 -0.1 0.0 -0.1 0.20
H 2.53933 0.25716 0.80336 0.1 -0.1 -0.1 0.20
H 3.14139 -1.08433 -0.19685 -0.1 0.1 0.1 0.23
H 0.49521 0.13670 -0.64790 0.1 0.1 -0.2 0.42
H 1.40211 0.64917 -3.95518 -0.1 -0.1 0.2 0.43
H -0.73533 -1.48087 -1.95569 -0.1 0.1 0.0 0.23
H -2.21880 -0.77662 -2.65957 0.2 0.1 0.0 0.21
H -2.84278 1.37435 -3.01278 0.1 -0.1 -0.1 0.25
H -4.25068 3.33216 -2.64360 0.0 0.0 -0.1 0.22
H -4.37001 4.40841 -0.42717 0.0 0.1 0.0 0.22
H -3.04071 3.49406 1.45303 0.0 0.0 0.1 0.23
```
Forces are in eV/Å.

(4)
The following is a DFT calculation (ωB97M-V with the def2-TZVPD basis set) of a molecular structure, C11H29NO13P2S.

Summary:
E_tot (Eh): -2550.24559
Charge: 0

XYZ file:
```
57
Properties=species:S:1:pos:R:3:forces:R:3:nbo_charge:R:1
N 0.71624 -0.86754 2.45743 -0.2 -0.3 0.6 -0.83
C -0.68519 -0.43657 2.58551 -0.1 -0.6 -1.0 -0.26
C -1.05173 0.61364 1.49704 0.5 0.4 0.7 0.08
O 0.08517 1.41791 1.18061 -0.7 0.2 0.0 -0.73
C -2.12526 1.57260 2.03941 -0.2 -0.5 -0.7 -0.44
C -3.55045 1.03867 1.94329 -0.2 1.3 0.6 0.06
C -4.06298 0.03646 2.98650 -0.7 -0.7 -0.4 -0.12
O -5.05205 -0.74612 2.23912 0.3 0.1 -0.7 -0.68
S -4.32638 -1.01084 0.83813 -0.1 -0.6 -0.3 2.56
O -5.17223 -1.34998 -0.23566 -1.0 0.5 0.0 -0.89
O -3.28553 -1.94793 1.09162 0.8 0.4 0.4 -0.95
O -3.81630 0.48527 0.63635 0.1 -1.0 0.3 -0.67
H 0.73375 -1.80571 2.07576 0.1 0.0 -0.2 0.36
H 1.10272 -0.97050 3.38833 0.2 0.1 0.0 0.36
H -0.93105 -0.06230 3.58093 0.4 0.2 0.0 0.18
H -1.32533 -1.30948 2.41718 -0.2 0.2 0.1 0.20
H -1.35964 0.12732 0.57078 -0.3 -0.1 0.2 0.19
H 0.44630 1.09280 0.35382 0.1 -0.1 0.0 0.48
H -2.09223 2.48533 1.44325 0.1 0.0 0.0 0.24
H -1.88750 1.83896 3.07155 -0.1 0.0 0.0 0.22
H -4.24300 1.88018 2.02398 0.1 0.1 -0.2 0.20
H -3.32339 -0.65802 3.38062 0.1 0.2 0.1 0.21
H -4.67134 0.50676 3.75211 0.4 0.1 0.2 0.22
C 4.31529 6.01281 -0.18402 0.1 0.5 0.1 -0.24
O 3.61887 4.77146 -0.11431 -2.2 -2.3 0.1 -0.82
P 4.19021 3.68638 0.98802 5.9 1.8 1.6 2.47
O 4.62439 4.53518 2.11989 -0.6 -0.1 -0.2 -1.08
O 5.44046 3.21676 0.04189 -0.6 -0.1 -0.3 -0.82
C 5.28746 3.08841 -1.37468 0.2 0.0 0.1 -0.25
O 4.10845 2.19989 1.72607 -2.8 0.7 -1.7 -0.71
C 2.88711 1.42593 1.56499 0.4 0.1 0.2 -0.27
H 4.02662 6.48255 -1.12439 -0.1 -0.2 0.0 0.19
H 4.02369 6.66240 0.63792 0.1 -0.1 0.1 0.20
H 5.39440 5.86012 -0.17692 0.0 0.0 0.1 0.19
H 5.75132 3.94384 -1.86837 0.0 0.0 0.0 0.18
H 4.24340 3.03740 -1.67680 0.0 0.0 0.0 0.18
H 5.79344 2.18038 -1.69926 0.0 0.0 0.1 0.19
H 2.70322 1.22071 0.50689 0.0 -0.1 0.0 0.16
H 2.04449 1.95890 1.98841 0.0 0.0 0.0 0.21
H 3.00919 0.48544 2.08807 0.1 0.0 0.0 0.21
C -1.26685 -3.81264 -0.40352 0.2 0.2 0.5 -0.24
O -1.05272 -4.37636 -1.69698 0.9 -1.9 -2.5 -0.82
P -0.58330 -3.31078 -2.85706 -1.6 5.9 2.3 2.47
O 0.29475 -2.36150 -2.13452 0.2 -0.6 -0.2 -1.08
O -2.08427 -2.71485 -3.08749 0.1 -0.6 -0.2 -0.82
C -3.23978 -3.56257 -3.03994 -0.1 0.2 0.1 -0.25
O -0.14550 -2.98292 -4.43642 0.2 -3.3 0.7 -0.70
C 0.21264 -4.09305 -5.28611 0.0 0.0 -0.1 -0.27
H -1.84231 -4.53562 0.17357 0.0 -0.1 -0.2 0.19
H -0.31668 -3.64090 0.09967 0.0 0.1 -0.1 0.19
H -1.83115 -2.88771 -0.47045 0.1 0.0 0.0 0.21
H -3.75645 -3.41480 -2.09093 0.0 0.0 0.0 0.19
H -2.98521 -4.61591 -3.13893 0.0 0.0 0.0 0.18
H -3.91016 -3.28260 -3.85064 0.1 0.1 0.0 0.19
H -0.61682 -4.79848 -5.37734 0.0 0.0 -0.1 0.17
H 1.09113 -4.60836 -4.89248 0.0 0.0 -0.1 0.18
H 0.44803 -3.70042 -6.27146 0.0 0.1 0.1 0.20
```
Forces are in eV/Å.

(5)
The following is a DFT calculation (ωB97M-V with the def2-TZVPD basis set) of C5H10N2 in the gas phase.

Summary:
ΔE to the lowest compared entry with this formula, charge and spin (eV): 0.403
E_tot (Eh): -306.00906
Charge: 0

XYZ file:
```
17
Properties=species:S:1:pos:R:3:forces:R:3:nbo_charge:R:1
H 0.45269 2.48833 1.77159 -0.1 -0.4 0.2 0.33
N 0.69724 1.61294 2.24544 -0.1 -0.5 -0.8 -0.73
C 0.61853 0.61406 1.42408 -0.1 2.2 0.5 0.45
N 0.94655 -0.61943 1.89367 0.2 -0.7 -0.3 -0.81
C 0.26053 0.82601 -0.05271 0.1 -0.7 0.4 -0.52
C -0.54465 -0.25830 -0.73589 -0.7 -0.7 0.1 0.02
C -1.46751 -1.01694 -0.12055 0.6 0.6 -0.1 -0.40
C -0.27688 -0.41496 -2.20833 -0.1 -0.1 -0.1 -0.64
H 1.25013 -1.31792 1.22769 -0.2 0.1 0.2 0.39
H 1.44735 -0.59960 2.77431 -0.2 0.0 -0.2 0.40
H -0.27137 1.77861 -0.16239 0.2 -0.1 0.1 0.24
H 1.22422 0.93806 -0.56663 -0.1 0.0 -0.1 0.23
H -1.69348 -0.90112 0.93628 0.1 0.0 -0.1 0.21
H -2.03099 -1.77622 -0.65515 0.1 0.2 0.0 0.20
H -0.39683 0.54597 -2.71962 0.1 -0.1 0.0 0.21
H 0.74535 -0.77144 -2.37137 0.0 0.1 -0.1 0.21
H -0.96088 -1.12807 -2.68043 0.1 0.1 0.2 0.22
```
Forces are in eV/Å.

(6)
The following is a DFT calculation (ωB97M-V with the def2-TZVPD basis set) of C14H26N4O2 in the gas phase.

Summary:
ΔE to the lowest compared entry with this formula, charge and spin (eV): 2.661
E_tot (Eh): -918.53331
Charge: 0

XYZ file:
```
46
Properties=species:S:1:pos:R:3:forces:R:3:nbo_charge:R:1
C 4.52613 2.65864 -3.78599 -0.2 0.0 -0.1 -0.60
C 3.09720 2.13128 -3.79969 0.2 -0.1 0.2 -0.38
C 2.87595 1.07887 -2.70906 -0.1 0.2 -0.1 -0.44
C 1.48608 0.54098 -2.75860 0.1 -0.2 -0.4 0.08
N 0.75182 0.66229 -1.73436 0.3 0.2 0.4 -0.26
N -0.52954 0.21461 -1.66491 -0.2 0.1 0.3 -0.47
C -1.27904 -0.45802 -2.58155 -0.4 0.1 0.1 0.66
O -0.91481 -0.75034 -3.70091 0.2 -0.1 -0.3 -0.62
C -2.63814 -0.84593 -2.01636 0.2 -0.1 0.0 -0.50
C -2.48131 -2.08838 -1.13046 -0.3 0.0 0.0 -0.40
C -3.65663 -2.31110 -0.17548 0.2 0.0 -0.1 -0.38
C -3.86176 -1.15032 0.81371 0.0 0.0 -0.1 -0.50
C -2.52683 -0.66024 1.34671 -0.5 -0.2 0.1 0.68
O -1.97843 0.33858 0.91904 0.3 0.3 0.0 -0.65
N -2.00230 -1.46819 2.30271 -0.2 -0.1 0.0 -0.44
N -0.79504 -1.42776 2.93758 0.2 -0.4 0.4 -0.27
C 0.08843 -0.55107 2.70760 0.1 0.3 -0.3 0.09
C 1.37785 -0.61886 3.44936 0.2 0.1 0.1 -0.45
C 1.68333 0.70650 4.15372 -0.1 -0.2 0.1 -0.39
C 0.65162 1.02083 5.22944 0.2 0.1 -0.1 -0.61
H 4.75518 3.11486 -2.82541 0.1 0.1 0.1 0.20
H 4.66383 3.40690 -4.56305 0.1 0.1 0.0 0.21
H 5.23387 1.85045 -3.95856 0.1 -0.1 0.0 0.20
H 2.87881 1.69064 -4.77485 -0.1 0.0 0.0 0.20
H 2.40044 2.95723 -3.64355 -0.1 0.0 -0.1 0.20
H 3.05732 1.51163 -1.72448 0.0 -0.1 0.0 0.21
H 3.57865 0.25495 -2.86470 0.1 0.0 0.0 0.21
H 1.17408 0.07859 -3.69194 -0.2 0.0 0.1 0.20
H -0.94595 0.42427 -0.76000 0.0 -0.1 -0.3 0.43
H -3.02626 -0.00957 -1.43770 -0.1 0.0 0.0 0.22
H -3.31605 -1.05632 -2.84343 0.1 0.1 0.0 0.23
H -1.56238 -2.00062 -0.54493 0.0 -0.1 0.0 0.20
H -2.37136 -2.96654 -1.76941 0.1 0.0 0.0 0.22
H -4.57571 -2.44979 -0.74744 0.0 -0.1 0.0 0.21
H -3.46976 -3.23230 0.38156 -0.1 0.0 0.0 0.20
H -4.50520 -1.47331 1.63352 0.0 0.0 0.0 0.22
H -4.34442 -0.31117 0.31270 0.1 0.0 0.1 0.23
H -2.54308 -2.26758 2.60593 0.1 0.3 -0.1 0.39
H -0.01755 0.26712 1.99923 -0.2 -0.1 -0.1 0.20
H 1.33553 -1.43516 4.17125 0.0 -0.1 0.0 0.22
H 2.17299 -0.82915 2.72832 0.0 -0.1 0.0 0.22
H 2.67564 0.64670 4.60504 0.0 0.1 -0.1 0.21
H 1.69869 1.51099 3.41545 0.1 0.0 0.0 0.20
H 0.89268 1.95658 5.72833 -0.1 0.1 0.1 0.21
H 0.62520 0.22896 5.97471 -0.1 -0.1 0.1 0.20
H -0.33976 1.10927 4.79090 -0.1 0.0 0.0 0.20
```
Forces are in eV/Å.

Record-wise Kohn-Sham gap values, in eV: 8.97; 10.37; 9.63; 8.86; 9.91; 9.58